# C23H41N2NdOP3

A structure of composition C23H41N2NdOP3 at a distorted geometry (ωB97M-V/def2-TZVPD, the OMol25 dataset).

XYZ file:
```
71
Properties=species:S:1:pos:R:3
C 0.15 1.13 -6.70
H -0.75 2.49 -8.11
C 3.16 1.30 2.48
H 2.72 -3.71 0.31
H -0.61 -4.33 -1.53
C -2.92 0.51 -1.58
H 3.02 -2.49 2.35
C -0.76 2.12 -7.08
C 0.26 -1.21 5.08
P -2.93 0.43 0.25
H 0.63 -2.11 5.58
H -1.51 -2.79 -1.46
H 4.47 -1.51 2.66
H 1.85 2.48 -0.28
H 4.94 -0.31 0.71
H 0.94 -1.23 -2.26
C 1.39 -2.13 -1.80
N 0.02 -0.03 8.41
H 0.76 -0.24 -5.12
C -0.90 -3.49 -0.88
H 3.82 -1.11 -0.44
C -0.67 1.25 -4.42
H 2.45 -1.90 -1.64
H 1.64 -4.86 -0.53
H -0.20 0.09 -2.91
H -0.85 3.38 0.99
H -1.50 -3.86 -0.05
H -3.96 0.68 -1.92
C 0.21 -1.18 3.69
H 0.74 3.14 1.90
C -0.16 -0.09 5.80
H 1.29 -2.98 -2.48
H 2.65 2.19 2.07
C 0.13 0.61 -5.39
C 0.16 2.97 0.99
Nd -0.07 0.10 0.58
C 0.77 2.56 -0.18
C 3.96 -0.25 0.22
C -0.07 -0.06 7.25
H 0.87 0.75 -7.43
O -0.44 1.04 -3.06
C -1.62 2.20 -4.80
H -0.96 1.92 5.62
N -0.25 -0.10 3.00
C 1.68 -4.05 0.22
H 0.22 2.50 -1.14
H 3.90 0.67 -0.39
H -4.28 2.38 -0.29
H -2.81 2.84 0.61
H -3.93 -1.77 0.27
C -1.66 2.62 -6.14
H -4.19 2.12 1.49
H -2.33 2.60 -4.08
C 3.37 -1.51 2.68
H -5.06 -0.55 -0.35
C -4.31 -0.75 0.42
H -4.76 -0.68 1.42
C -0.64 0.99 3.71
H -2.28 1.33 -1.93
P 2.71 -0.21 1.55
H 2.86 1.19 3.53
H -0.94 1.87 3.13
C -0.63 1.03 5.10
P 0.58 -2.64 -0.21
H -2.56 -0.43 -2.01
H 4.25 1.45 2.42
C -3.63 2.11 0.55
H 0.59 -2.03 3.09
H 3.02 -1.35 3.71
H -2.41 3.35 -6.46
H 1.38 -4.47 1.19
```

The energy above the lowest of the compared OMol25 structures with the same formula, charge and spin comes out at 52.6 kJ/mol. The total energy is -2670.21508 Eh. Its spin multiplicity is 4. As for the net charge: +3.

Löwdin analysis output, partial charges in e: atom 1 (C): -0.0559, atom 2 (H): 0.1241, atom 3 (C): -0.2385, atom 4 (H): 0.0483, atom 5 (H): 0.0756, atom 6 (C): -0.2905, atom 7 (H): 0.0302, atom 8 (C): -0.0616, atom 9 (C): 0.0327, atom 10 (P): 0.6841, atom 11 (H): 0.1542, atom 12 (H): 0.0380, atom 13 (H): 0.0782, atom 14 (H): 0.0820, atom 15 (H): 0.0714, atom 16 (H): 0.0145, atom 17 (C): -0.2558, atom 18 (N): 0.2503, atom 19 (H): 0.1085, atom 20 (C): -0.2597, atom 21 (H): 0.0262, atom 22 (C): -0.3128, atom 23 (H): 0.0339, atom 24 (H): 0.0806, atom 25 (H): 0.0633, atom 26 (H): 0.0717, atom 27 (H): 0.0584, atom 28 (H): 0.0791, atom 29 (C): -0.1335, atom 30 (H): 0.0754, atom 31 (C): -0.1565, atom 32 (H): 0.0818, atom 33 (H): 0.0177, atom 34 (C): -0.0247, atom 35 (C): -0.0794, atom 36 (Nd): 1.4814, atom 37 (C): -0.1366, atom 38 (C): -0.2487, atom 39 (C): -0.1110, atom 40 (H): 0.1230, atom 41 (O): -0.0871, atom 42 (C): -0.0247, atom 43 (H): 0.1489, atom 44 (N): -0.1572, atom 45 (C): -0.2407, atom 46 (H): 0.0665, atom 47 (H): 0.0589, atom 48 (H): 0.0751, atom 49 (H): 0.0196, atom 50 (H): 0.0484, atom 51 (C): -0.0578, atom 52 (H): 0.0664, atom 53 (H): 0.1085, atom 54 (C): -0.2365, atom 55 (H): 0.0732, atom 56 (C): -0.2449, atom 57 (H): 0.0637, atom 58 (C): -0.1141, atom 59 (H): 0.0235, atom 60 (P): 0.6879, atom 61 (H): 0.0593, atom 62 (H): 0.1007, atom 63 (C): 0.0443, atom 64 (P): 0.6751, atom 65 (H): 0.0466, atom 66 (H): 0.0786, atom 67 (C): -0.2373, atom 68 (H): 0.1046, atom 69 (H): 0.0503, atom 70 (H): 0.1211, atom 71 (H): 0.0595

=====

# C23H42BBr2ClN5O7P2

A cluster of 2 separate species, C23H42BBr2ClN5O7P2 in total at a distorted geometry (ωB97M-V/def2-TZVPD, the OMol25 dataset).

XYZ file:
```
83
Properties=species:S:1:pos:R:3
O -3.12 3.38 -0.94
H 0.34 1.86 -1.04
H -3.25 1.36 -3.50
H 2.82 -1.85 1.98
H -3.46 2.78 -1.68
N -3.64 1.48 0.55
Cl 3.31 -1.50 -4.06
H 0.38 -7.69 -4.32
N 3.65 -1.58 4.06
O 0.62 -3.10 4.09
H -1.35 -1.76 -1.98
H -4.21 1.17 -0.29
H 3.24 -0.31 0.43
C 0.57 -3.93 -4.93
H -3.89 3.60 5.33
H 4.62 -0.97 -2.01
P -0.36 -1.86 3.71
H -2.39 -2.77 4.37
H 2.11 -6.78 -5.89
C 2.66 0.16 -1.71
H -3.38 -0.03 -2.11
H 0.45 4.31 0.47
O 2.40 3.40 -0.93
H -4.98 3.84 3.72
C 2.21 -0.15 -0.17
H 2.88 1.04 3.05
C -2.13 3.01 2.89
C -2.76 0.42 -2.99
H -1.19 2.01 -2.57
H 1.86 -1.28 -0.15
N -0.37 -4.39 -4.08
B -2.52 2.45 0.08
H 1.62 0.26 4.18
Br -2.41 5.04 2.99
H 1.90 2.90 2.50
C 1.42 -6.11 -5.38
H -1.87 -0.13 -0.44
H 1.74 0.43 -2.43
H 3.56 -0.84 4.81
C -0.80 2.37 2.09
C 3.47 -1.21 -2.24
C -4.43 3.06 4.41
Br -3.23 0.31 3.67
H -5.16 2.27 4.88
H -1.17 -6.08 -3.21
P 2.52 2.39 0.52
C 1.48 -4.74 -5.60
O -0.49 -0.92 5.12
H -0.42 3.95 -1.22
O -0.17 1.27 2.76
O -1.90 -2.73 3.49
H 0.58 -2.85 -5.07
H -1.34 4.70 0.30
C 0.02 -1.05 2.05
H 0.41 -1.28 -2.31
H -1.05 -0.82 1.56
C -0.41 -1.23 -1.46
C 2.06 0.21 3.07
N 2.57 3.30 1.84
H 3.21 -2.16 -1.61
C -0.52 3.90 -0.04
H -0.10 3.33 2.31
H -2.66 -0.39 -3.86
C -3.18 2.28 3.61
H -0.14 -1.99 -0.58
N -0.07 1.27 -0.26
H 3.43 1.03 -1.86
H 4.39 1.41 1.29
H 0.60 -1.87 1.46
C 2.88 -1.19 2.97
O 4.23 1.91 0.43
C -0.41 -5.73 -3.89
C 0.79 0.43 2.07
H -0.39 0.48 -3.31
H -4.31 2.13 1.06
C -0.86 0.25 -0.98
C -0.93 2.35 0.46
H 2.14 2.87 -1.73
H -0.38 0.06 5.03
C -1.20 0.84 -2.54
C 1.21 0.94 0.53
H 2.21 -4.31 -6.27
C 0.46 -6.62 -4.51
```

The total energy is -8017.24187 Eh. As for the net charge: +1.

Löwdin analysis output, partial charges in e: atom 1 (O): 0.0063, atom 2 (H): 0.1411, atom 3 (H): 0.0958, atom 4 (H): 0.1232, atom 5 (H): 0.0997, atom 6 (N): 0.0739, atom 7 (Cl): 0.4986, atom 8 (H): 0.1061, atom 9 (N): 0.0840, atom 10 (O): -0.3711, atom 11 (H): 0.1281, atom 12 (H): 0.0790, atom 13 (H): 0.1304, atom 14 (C): -0.1814, atom 15 (H): 0.1024, atom 16 (H): 0.1113, atom 17 (P): 0.7086, atom 18 (H): 0.0829, atom 19 (H): 0.1102, atom 20 (C): -0.2375, atom 21 (H): 0.0848, atom 22 (H): 0.0860, atom 23 (O): -0.1881, atom 24 (H): 0.0778, atom 25 (C): -0.1934, atom 26 (H): 0.1101, atom 27 (C): -0.4905, atom 28 (C): -0.0955, atom 29 (H): 0.1064, atom 30 (H): 0.1003, atom 31 (N): 0.0390, atom 32 (B): -0.4481, atom 33 (H): 0.1380, atom 34 (Br): 0.7117, atom 35 (H): -0.0286, atom 36 (C): -0.0696, atom 37 (H): 0.1624, atom 38 (H): 0.0969, atom 39 (H): 0.0610, atom 40 (C): -0.2209, atom 41 (C): -0.5368, atom 42 (C): -0.1612, atom 43 (Br): 0.7853, atom 44 (H): 0.0820, atom 45 (H): 0.1020, atom 46 (P): 0.7964, atom 47 (C): -0.0792, atom 48 (O): -0.2204, atom 49 (H): 0.1168, atom 50 (O): -0.1357, atom 51 (O): -0.2579, atom 52 (H): 0.0776, atom 53 (H): 0.0950, atom 54 (C): -0.1464, atom 55 (H): 0.0841, atom 56 (H): 0.1117, atom 57 (C): -0.0775, atom 58 (C): -0.1108, atom 59 (N): -0.1339, atom 60 (H): 0.0972, atom 61 (C): -0.0356, atom 62 (H): 0.1320, atom 63 (H): 0.1060, atom 64 (C): -0.6396, atom 65 (H): 0.0958, atom 66 (N): 0.0025, atom 67 (H): 0.1082, atom 68 (H): 0.0816, atom 69 (H): 0.0970, atom 70 (C): -0.1940, atom 71 (O): -0.2169, atom 72 (C): -0.1530, atom 73 (C): -0.3407, atom 74 (H): 0.1214, atom 75 (H): 0.0933, atom 76 (C): -0.2689, atom 77 (C): -0.1812, atom 78 (H): 0.0603, atom 79 (H): 0.0657, atom 80 (C): -0.1592, atom 81 (C): -0.2279, atom 82 (H): 0.1026, atom 83 (C): -0.0694

=====

# C23H42BrClFIO5P2S

A structure of composition C23H42BrClFIO5P2S at a distorted geometry (ωB97M-V/def2-TZVPD, the OMol25 dataset).

XYZ file:
```
77
Properties=species:S:1:pos:R:3
Br 3.49 -0.50 -1.95
H 1.57 -3.12 3.32
H 6.18 -2.31 2.63
C 6.38 -3.59 0.05
C 4.42 -1.79 1.59
H 1.25 0.35 -3.01
H 0.75 -2.20 4.58
O 0.36 -4.56 0.91
H 2.38 -1.73 4.17
H -7.67 2.51 -1.68
C 6.71 -2.16 0.51
H 0.17 2.64 -0.37
H 1.05 3.21 -2.15
H -5.32 0.82 -1.37
C -5.65 1.87 -1.31
H -6.67 -0.23 0.45
H -1.32 0.91 1.44
H -2.17 2.99 -0.61
I -0.89 -1.21 -2.64
C 1.58 -2.64 0.51
C -1.29 1.22 0.39
H -3.95 1.68 1.49
H -8.15 -1.15 0.17
S 2.98 0.95 2.21
H 1.30 2.68 -3.81
C -3.72 1.80 0.43
P 0.68 -0.89 2.57
H 7.02 -3.96 -0.75
H -2.16 3.01 1.22
P 3.32 2.25 -0.68
H -8.87 0.50 -1.23
H -5.55 2.92 0.53
C -0.37 1.72 -2.79
H 6.35 -4.29 0.90
O 3.95 -0.92 0.56
C 0.30 -3.46 0.58
H 2.08 -2.83 -0.45
H -5.53 2.30 -2.31
H -0.77 1.40 -3.76
C -7.31 -0.68 -0.33
H 0.68 1.77 1.04
H 6.18 -0.64 1.92
C 2.75 -0.28 0.83
H 5.36 -3.60 -0.36
H 6.59 -1.49 -0.34
C -7.17 1.82 -0.98
C 0.17 1.64 0.08
O -0.94 -1.36 2.52
C 0.53 2.93 -3.07
H 4.33 0.92 2.29
Cl 5.31 1.98 -0.12
C 5.95 -1.70 1.75
C 0.93 0.61 -0.81
O 3.42 2.49 -2.32
C 2.46 0.55 -0.55
H -7.56 0.16 -2.35
H -1.14 -1.90 3.30
O 0.53 -0.65 -0.16
C -2.29 2.41 0.31
H 3.92 -1.68 2.56
C -4.82 2.66 -0.25
F -0.88 -2.98 0.24
H 4.24 2.03 -2.59
H 2.23 -3.07 1.26
C 1.45 -2.11 3.74
H -1.69 0.44 -0.25
C 1.43 -1.13 0.82
C 0.45 0.49 -2.29
H -1.23 1.93 -2.16
C -7.78 0.43 -1.31
H 7.78 -2.15 0.77
H -7.40 2.05 0.06
H 4.23 -2.82 1.26
H -0.03 3.80 -3.42
H -3.75 0.80 -0.01
H -6.75 -1.48 -0.82
H -4.43 3.60 -0.65
```

The total energy is -5790.39906 Eh. As for the net charge: 0.

Löwdin analysis output, partial charges in e: atom 1 (Br): 0.8345, atom 2 (H): 0.0455, atom 3 (H): 0.1229, atom 4 (C): -0.1053, atom 5 (C): -0.2243, atom 6 (H): 0.0239, atom 7 (H): 0.0433, atom 8 (O): 0.1952, atom 9 (H): 0.0312, atom 10 (H): 0.1019, atom 11 (C): -0.2490, atom 12 (H): 0.1022, atom 13 (H): 0.0362, atom 14 (H): 0.0917, atom 15 (C): -0.1944, atom 16 (H): 0.0668, atom 17 (H): 0.0906, atom 18 (H): 0.0963, atom 19 (I): 0.9697, atom 20 (C): -0.0403, atom 21 (C): -0.1872, atom 22 (H): 0.1100, atom 23 (H): 0.0631, atom 24 (S): 0.7640, atom 25 (H): 0.0743, atom 26 (C): -0.1931, atom 27 (P): 0.9349, atom 28 (H): 0.0722, atom 29 (H): 0.1145, atom 30 (P): 0.5718, atom 31 (H): 0.0948, atom 32 (H): 0.0902, atom 33 (C): -0.3224, atom 34 (H): 0.0787, atom 35 (O): -0.3144, atom 36 (C): -0.5282, atom 37 (H): 0.1333, atom 38 (H): 0.1048, atom 39 (H): 0.0719, atom 40 (C): -0.1079, atom 41 (H): 0.0807, atom 42 (H): 0.1030, atom 43 (C): -0.7229, atom 44 (H): 0.0638, atom 45 (H): 0.1024, atom 46 (C): -0.2248, atom 47 (C): -0.1282, atom 48 (O): -0.3015, atom 49 (C): -0.0943, atom 50 (H): -0.1183, atom 51 (Cl): 0.2462, atom 52 (C): -0.1670, atom 53 (C): -0.4561, atom 54 (O): -0.4072, atom 55 (C): -0.6742, atom 56 (H): 0.1024, atom 57 (H): 0.0537, atom 58 (O): -0.2444, atom 59 (C): -0.1836, atom 60 (H): 0.0960, atom 61 (C): -0.1822, atom 62 (F): 0.0916, atom 63 (H): 0.0083, atom 64 (H): 0.0914, atom 65 (C): -0.2425, atom 66 (H): 0.0690, atom 67 (C): -0.5071, atom 68 (C): -0.5879, atom 69 (H): 0.0797, atom 70 (C): -0.2680, atom 71 (H): 0.1057, atom 72 (H): 0.1027, atom 73 (H): 0.1060, atom 74 (H): 0.0805, atom 75 (H): 0.0955, atom 76 (H): 0.0661, atom 77 (H): 0.1015